[1]
{"formula": "BrH10O5", "method": "ωB97M-V/def2-TZVPD", "species": ["Br", "O", "H", "H", "O", "H", "H", "O", "H", "H", "O", "H", "H", "O", "H", "H"], "xyz": [[-0.118419, -0.575555, 0.391738], [-0.695099, -2.842335, 2.805858], [-1.421739, -2.504285, 3.329248], [-0.556029, -2.177975, 2.130938], [-2.840409, 1.060185, 1.560808], [-2.287479, 0.396335, 1.148728], [-3.275829, 0.598675, 2.277498], [1.285761, 2.772395, 0.165648], [0.439381, 3.218905, 0.142778], [1.070781, 1.860455, 0.361518], [2.978571, -0.612455, -1.789952], [2.213471, -0.719155, -1.224732], [3.405271, -1.469235, -1.780512], [0.276081, 0.273985, -3.352622], [0.075851, 0.162035, -2.423322], [-0.550159, 0.558025, -3.743622]], "forces_ev_per_angstrom": [[0.06, 0.09, -0.23], [-0.11, -0.74, 0.65], [-0.11, 0.09, 0.08], [0.26, 0.59, -0.71], [-0.65, 0.54, 0.22], [0.76, -0.37, -0.37], [-0.07, -0.07, 0.14], [0.38, 0.60, -0.04], [-0.21, -0.03, 0.01], [-0.22, -0.67, 0.05], [0.47, 0.13, -0.27], [-0.54, 0.04, 0.38], [0.03, -0.18, 0.02], [0.13, 0.04, -0.55], [-0.01, -0.13, 0.64], [-0.19, 0.06, -0.02]], "charge": -1, "e_lumo_ha": 0.1237, "orbital_gap_ev": 8.738, "energy_ha": -2956.3298, "e_homo_ev": -5.37}

***

[2]
{"formula": "C25H29N13SeTi", "method": "ωB97M-V/def2-TZVPD", "species": ["Ti", "N", "C", "C", "N", "H", "H", "H", "H", "H", "H", "H", "H", "N", "C", "N", "N", "N", "N", "C", "N", "N", "N", "N", "H", "C", "C", "C", "C", "C", "C", "N", "N", "C", "C", "C", "C", "C", "C", "H", "H", "H", "H", "H", "H", "H", "H", "H", "C", "C", "C", "C", "C", "C", "Se", "C", "C", "C", "H", "H", "H", "H", "H", "H", "H", "H", "H", "H", "H"], "xyz": [[1.214166, -0.179427, 1.488589], [-2.744446, 1.546870, 0.988657], [-2.826554, 1.080666, 2.365884], [-1.451577, 0.710653, 2.898093], [-0.846224, -0.429393, 2.159874], [-3.177788, 2.446202, 0.849033], [-3.135271, 0.865889, 0.342756], [-3.495928, 0.215213, 2.448405], [-3.228457, 1.864102, 3.016588], [-1.511197, 0.437650, 3.955173], [-0.796862, 1.577986, 2.811632], [-1.487372, -0.776101, 1.427801], [-0.740636, -1.228798, 2.788446], [3.000450, -3.130370, 0.521020], [3.221240, -1.975159, -0.189527], [4.064393, -1.921818, -1.199982], [3.994544, -0.633073, -1.614951], [3.177869, 0.037650, -0.899666], [2.638648, -0.793008, 0.046027], [2.169518, -3.242993, 1.602951], [2.012723, -4.359673, 2.293701], [1.096972, -4.037034, 3.231681], [0.731937, -2.815652, 3.112362], [1.406299, -2.254699, 2.066766], [3.549254, -3.932185, 0.268823], [-0.155018, 3.036218, -2.734097], [0.537966, 3.900454, -1.895877], [0.943734, 3.497635, -0.632265], [0.649882, 2.208749, -0.188482], [-0.067236, 1.352899, -1.026237], [-0.455820, 1.753312, -2.290632], [1.068400, 1.723650, 1.058615], [1.400215, 2.686857, 1.973702], [1.889206, 2.083429, 3.051357], [2.318587, 2.848094, 4.181802], [2.842996, 2.223630, 5.273725], [2.971374, 0.810138, 5.327726], [2.554400, 0.055665, 4.259144], [2.003224, 0.650784, 3.099147], [-0.462939, 3.359262, -3.721865], [0.777566, 4.903364, -2.233824], [1.492796, 4.155605, 0.025169], [-0.372454, 0.368065, -0.678021], [-1.011077, 1.063047, -2.913000], [2.223794, 3.927500, 4.138543], [3.170683, 2.818172, 6.121549], [3.386184, 0.336921, 6.210374], [2.637540, -1.025617, 4.310853], [-0.379785, -0.990299, -5.785747], [-1.107221, -1.187532, -4.481990], [-2.418900, -0.770257, -4.310121], [-3.080571, -0.889170, -3.088885], [-4.491367, -0.386762, -2.971867], [-2.427147, -1.466225, -1.985167], [-3.315086, -1.659084, -0.304154], [-1.102834, -1.915372, -2.162627], [-0.355919, -2.574284, -1.039024], [-0.467451, -1.758547, -3.388110], [-1.071356, -0.704648, -6.580923], [0.138163, -1.900132, -6.097496], [0.374188, -0.203287, -5.698159], [-2.945286, -0.317427, -5.147233], [-4.843897, 0.003293, -3.929824], [-4.559729, 0.398563, -2.215463], [-5.159657, -1.181299, -2.632745], [-0.359353, -1.945552, -0.146588], [0.676689, -2.785435, -1.320196], [-0.849225, -3.497600, -0.727706], [0.566042, -2.080274, -3.483520]], "forces_ev_per_angstrom": [[-0.03, 0.07, -0.01], [-0.01, 0.05, 0.05], [-0.02, 0.00, -0.03], [0.02, 0.01, 0.03], [0.01, -0.16, 0.00], [-0.02, 0.00, 0.00], [0.05, -0.04, -0.02], [0.00, 0.00, 0.00], [-0.01, 0.00, -0.01], [0.00, 0.01, 0.00], [0.00, 0.01, 0.00], [-0.01, 0.17, -0.05], [-0.01, 0.01, 0.01], [0.02, 0.00, 0.03], [0.01, -0.01, 0.00], [-0.02, 0.01, -0.02], [0.04, -0.01, 0.00], [-0.05, 0.01, 0.03], [0.03, 0.05, -0.05], [0.00, -0.04, -0.03], [-0.01, 0.01, 0.01], [0.01, -0.02, 0.02], [-0.01, 0.04, -0.03], [-0.02, 0.01, 0.04], [-0.01, -0.01, -0.01], [-0.02, -0.01, -0.03], [0.03, 0.00, 0.04], [-0.01, 0.02, -0.04], [-0.01, -0.03, 0.01], [0.02, 0.00, 0.02], [-0.01, 0.00, 0.01], [0.02, -0.09, 0.05], [-0.03, 0.03, -0.05], [0.05, -0.02, 0.07], [-0.01, -0.03, -0.02], [0.01, 0.01, 0.03], [-0.01, 0.01, -0.01], [0.02, 0.04, 0.02], [-0.01, -0.04, -0.04], [0.00, -0.01, 0.00], [0.00, 0.00, 0.00], [0.00, 0.00, 0.00], [-0.01, 0.00, -0.01], [-0.01, 0.00, -0.02], [0.00, 0.00, 0.00], [0.00, 0.00, 0.00], [0.00, 0.00, 0.00], [-0.01, 0.00, -0.01], [0.00, 0.02, 0.00], [0.00, -0.02, 0.02], [0.01, 0.00, 0.02], [0.00, 0.01, -0.02], [0.00, -0.02, 0.01], [-0.03, -0.01, -0.02], [0.00, -0.03, 0.02], [0.03, -0.03, 0.03], [0.01, 0.02, -0.04], [0.00, 0.01, -0.03], [0.00, 0.00, 0.00], [0.00, 0.00, 0.00], [0.00, 0.00, -0.01], [0.00, 0.00, 0.00], [0.00, 0.01, 0.00], [0.00, 0.00, 0.00], [0.00, 0.00, 0.00], [0.01, 0.01, 0.03], [0.00, -0.01, -0.01], [-0.01, 0.00, 0.00], [0.00, 0.00, 0.00]], "charge": -2, "e_lumo_ha": [0.1689, 0.1689], "orbital_gap_ev": [5.844, 5.849], "energy_ha": -4932.8884, "e_homo_ev": [-1.25, -1.25]}

***

[3]
{"formula": "C2HBr4N3", "method": "ωB97M-V/def2-TZVPD", "species": ["C", "C", "N", "N", "N", "Br", "Br", "Br", "Br", "H"], "xyz": [[-0.695561, 0.853545, -0.560321], [0.490119, 0.691065, 0.397904], [-1.314948, -0.247790, -0.684639], [0.466818, -0.524671, 0.945325], [-0.981463, -1.245627, -0.033730], [-1.508177, 2.500140, -1.225598], [2.253665, 1.097004, -0.619639], [1.816279, -1.672606, 1.139261], [-0.735377, -2.982510, -0.504266], [0.208644, 1.531450, 1.145703]], "forces_ev_per_angstrom": [[0.44, 0.88, 0.67], [-0.03, 3.72, 0.30], [-3.61, -0.63, -3.31], [-0.06, -0.63, 1.69], [2.21, 0.54, 1.38], [1.13, -1.54, 0.53], [-1.10, 0.32, 0.37], [0.78, -0.24, 0.27], [-1.29, -1.82, -1.13], [1.53, -0.60, -0.78]], "charge": 0, "e_lumo_ha": [-0.0268, -0.1161], "orbital_gap_ev": [5.996, 5.631], "energy_ha": -10536.8417, "multiplicity": 3, "e_homo_ev": [-6.72, -8.79]}

***

[4]
{"formula": "C33H35BrF5NO2S4TaTe", "method": "ωB97M-V/def2-TZVPD", "species": ["Ta", "S", "C", "C", "C", "C", "C", "C", "S", "C", "C", "C", "C", "C", "C", "C", "S", "C", "C", "C", "C", "C", "C", "S", "N", "H", "H", "H", "H", "H", "H", "H", "H", "H", "H", "H", "H", "H", "H", "H", "C", "C", "C", "C", "C", "C", "C", "Br", "C", "O", "C", "C", "C", "C", "C", "C", "H", "H", "H", "H", "H", "H", "H", "H", "H", "H", "H", "H", "H", "H", "H", "H", "H", "H", "H", "H", "F", "Te", "F", "F", "F", "F", "O"], "xyz": [[0.640361, -0.713023, 0.796019], [2.281785, -2.305458, 0.657502], [3.724279, -1.411795, 0.142837], [4.956162, -1.653837, 0.729083], [6.082727, -1.008888, 0.238220], [5.979626, -0.145804, -0.841228], [4.747299, 0.088325, -1.436528], [3.617408, -0.535425, -0.934422], [1.999749, -0.238685, -1.617314], [2.048955, 1.570445, -1.624764], [0.663327, 2.137135, -1.690913], [0.447139, 3.241915, -2.491235], [-0.819752, 3.797386, -2.546770], [-1.823168, 3.196967, -1.823208], [-1.533119, 2.081819, -1.046229], [-2.717868, 1.450464, -0.355979], [-2.346830, 0.050219, 0.689858], [-2.563697, 0.520062, 2.372710], [-3.253453, 1.494194, 2.962727], [-3.295341, 1.651850, 4.404406], [-2.303750, 1.297681, 5.238846], [-1.032704, 0.734718, 4.821722], [-0.887221, -0.066523, 3.759429], [0.666898, -0.681601, 3.199382], [-0.306582, 1.559369, -0.953581], [5.031084, -2.335499, 1.565598], [7.043790, -1.186657, 0.700785], [6.860298, 0.349076, -1.226849], [4.678231, 0.755592, -2.285515], [2.624322, 1.902557, -2.485167], [2.554994, 1.880814, -0.712026], [1.266696, 3.661167, -3.057801], [-1.016908, 4.671284, -3.152632], [-2.835162, 3.578444, -1.845300], [-3.385800, 1.060878, -1.127359], [-3.267095, 2.206524, 0.202864], [-3.777703, 2.214240, 2.347364], [-4.142375, 2.193567, 4.805243], [-2.392225, 1.568776, 6.283322], [-0.144003, 0.999190, 5.382035], [-3.974179, -7.549542, 0.904717], [-3.841273, -6.727306, -0.377438], [-3.227535, -7.613901, -1.470884], [-5.242700, -6.276547, -0.810460], [-2.942179, -5.509921, -0.181008], [-2.191499, -5.307926, 0.967371], [-1.388410, -4.191429, 1.082104], [-0.436934, -3.992366, 2.699076], [-1.279935, -3.241112, 0.061123], [-0.519418, -2.127495, 0.316327], [-1.992001, -3.440663, -1.133542], [-2.811832, -4.566616, -1.189841], [-1.976309, -2.588342, -2.417833], [-0.990045, -1.426364, -2.411426], [-3.383507, -2.020191, -2.657169], [-1.564916, -3.479688, -3.602338], [-4.661404, -8.378417, 0.732592], [-4.371485, -6.952168, 1.727744], [-3.018970, -7.977156, 1.214693], [-3.844964, -8.500651, -1.625209], [-2.224463, -7.939963, -1.190440], [-3.157864, -7.082952, -2.421972], [-5.893623, -7.146150, -0.913150], [-5.230786, -5.762930, -1.772573], [-5.684209, -5.606230, -0.070734], [-2.227824, -5.999748, 1.794989], [-3.373189, -4.724372, -2.099723], [-1.181919, -0.720296, -1.611735], [-1.068957, -0.882349, -3.355648], [0.034448, -1.789007, -2.324992], [-3.713217, -1.430718, -1.797294], [-4.122836, -2.803287, -2.820838], [-3.379106, -1.377141, -3.540439], [-0.569968, -3.898304, -3.440813], [-1.541473, -2.884537, -4.517432], [-2.254199, -4.306385, -3.764306], [1.868918, 0.764864, 0.998872], [-0.012306, 2.813583, 2.192959], [0.938635, 4.149952, 1.327884], [-0.647302, 3.755016, 3.651829], [-1.526266, 3.655524, 1.310257], [1.547248, 2.654778, 3.267979], [-1.997628, -0.529027, 3.072895]], "forces_ev_per_angstrom": [[-0.68, 0.06, -1.08], [0.67, -0.61, 0.28], [-0.07, 0.02, 0.00], [0.04, 0.00, -0.01], [-0.01, -0.02, 0.02], [-0.01, 0.01, -0.01], [0.02, -0.01, -0.02], [0.02, -0.01, 0.03], [0.07, 0.02, 0.00], [0.03, 0.03, 0.04], [0.04, 0.02, 0.00], [0.02, -0.01, 0.01], [-0.02, 0.02, -0.01], [-0.01, 0.00, -0.01], [-0.04, 0.01, -0.03], [-0.03, 0.04, 0.04], [0.35, 0.01, 0.07], [-0.16, -0.21, -0.07], [0.04, 0.10, -0.06], [-0.04, 0.05, -0.06], [0.10, -0.01, 0.05], [0.05, 0.07, 0.03], [0.10, -0.03, -0.11], [-0.14, 0.04, 0.14], [-0.01, -0.03, 0.04], [-0.01, 0.00, 0.00], [0.00, 0.00, 0.00], [0.00, 0.00, 0.00], [0.00, -0.01, 0.00], [-0.02, 0.00, -0.01], [0.02, 0.01, -0.02], [0.00, -0.01, 0.00], [0.00, 0.00, 0.00], [0.01, 0.00, 0.01], [-0.04, 0.04, 0.01], [0.05, 0.00, 0.02], [0.00, 0.01, 0.03], [-0.01, -0.03, 0.00], [-0.01, -0.02, 0.00], [0.00, 0.01, -0.01], [0.01, 0.00, 0.00], [0.00, 0.00, 0.00], [-0.01, 0.00, -0.01], [-0.01, 0.00, 0.01], [0.03, 0.01, -0.01], [-0.04, 0.01, -0.01], [0.01, 0.02, 0.04], [0.04, 0.00, -0.03], [-0.09, 0.10, 0.06], [0.42, 0.31, 0.09], [0.04, 0.00, -0.10], [0.04, -0.05, -0.03], [0.00, 0.04, 0.05], [0.05, -0.18, -0.05], [0.02, 0.04, 0.01], [-0.04, -0.01, -0.02], [0.00, 0.00, 0.00], [-0.01, 0.00, 0.00], [0.00, 0.01, 0.00], [0.00, 0.00, 0.00], [0.00, 0.00, 0.00], [0.00, 0.00, 0.00], [0.00, 0.00, 0.00], [0.00, 0.01, 0.01], [0.00, -0.01, 0.00], [0.00, 0.00, 0.00], [-0.01, 0.00, 0.01], [-0.07, 0.12, 0.07], [0.01, -0.02, -0.01], [-0.10, -0.02, 0.00], [0.00, 0.01, 0.00], [0.00, -0.01, 0.02], [-0.01, -0.01, 0.00], [0.00, 0.00, 0.00], [0.00, 0.00, 0.00], [0.00, 0.01, -0.01], [-0.36, 0.04, 0.05], [0.04, 0.19, 0.39], [0.03, -0.05, -0.10], [-0.07, 0.02, -0.03], [-0.04, -0.04, -0.04], [0.04, -0.02, 0.00], [-0.26, -0.04, 0.28]], "charge": 1, "e_lumo_ha": -0.1646, "orbital_gap_ev": 6.375, "energy_ha": -6474.7957, "e_homo_ev": -10.85}